61
Properties=species:S:1:pos:R:3:lowdin_charge:R:1 method="wB97M-V/def2-TZVPD" relative_energy_kj_mol=5.1 largest_force_ha_per_bohr=0.0244 gap_ev=7.4 e_homo_ev=-7.76 total_energy_ev=-45056.78634 lumo_ev=-0.40
C 5.86487 -0.42535 0.15676 -0.0353
C 5.35428 -0.91906 -1.15529 -0.1839
C 6.12717 -1.61747 -2.03575 -0.0118
C 5.59161 -2.05978 -3.26376 -0.0421
C 4.30146 -1.77384 -3.56114 -0.0209
N 3.51420 -1.07534 -2.69934 0.1090
C 3.99014 -0.64024 -1.48389 -0.1902
N 3.25389 0.01626 -0.62102 0.1767
C 1.97506 0.29006 -0.92352 -0.1819
N 1.23754 0.96334 -0.00139 0.0634
C -0.09129 1.36732 -0.22175 -0.2821
N -0.77740 2.01474 0.63942 0.1325
H -0.33186 2.23157 1.52010 0.0521
C -0.66593 1.01619 -1.50853 -0.0322
C 0.06670 0.31422 -2.41219 0.0823
C 1.40349 -0.06213 -2.15152 -0.0467
C 2.16400 -0.79156 -3.11844 -0.3448
O 1.79884 -1.17366 -4.20884 0.0877
H -0.37835 0.04286 -3.35855 0.1359
C -2.06637 1.36051 -1.92473 -0.4588
O -2.49827 1.00041 -3.00863 0.0369
N -2.77375 2.09520 -1.05218 0.0802
C -4.15721 2.44163 -1.28560 -0.1260
C -5.08605 1.52772 -0.52533 -0.2042
C -5.81562 1.98616 0.55899 -0.0478
C -6.66020 1.14826 1.28574 0.0041
C -6.73277 -0.16215 0.88506 -0.2081
C -5.99374 -0.63416 -0.20189 -0.1903
C -5.16617 0.18817 -0.92235 0.0662
H -4.59801 -0.17352 -1.76302 0.1269
O -6.25430 -1.96852 -0.38045 0.0367
C -7.18686 -2.31882 0.61660 -0.1656
O -7.47419 -1.18942 1.41271 0.0296
H -8.11470 -2.68154 0.14395 0.1384
H -6.76866 -3.11855 1.24936 0.1380
H -7.23181 1.50791 2.12483 0.1150
H -5.73710 3.02273 0.85049 0.1061
H -4.31748 3.48194 -0.99018 0.1208
H -4.33081 2.33450 -2.36091 0.1252
H -2.33259 2.27579 -0.15016 0.0826
C 1.83634 1.19043 1.30029 -0.0871
H 2.91173 1.05785 1.17759 0.1184
H 1.63183 2.21198 1.63395 0.1312
C 1.31814 0.17224 2.33509 -0.3041
C 1.88115 0.46294 3.74137 -0.1197
H 1.12239 0.86947 4.40579 0.1152
C 2.39821 -0.90022 4.20251 -0.1456
H 3.25612 -0.82844 4.86640 0.1116
C 2.73845 -1.55715 2.86619 -0.1967
H 2.73032 -2.64706 2.89167 0.1260
O 1.71962 -1.14210 1.98414 -0.0915
H 3.72074 -1.21284 2.50842 0.1044
H 1.60619 -1.46096 4.69863 0.1152
H 2.70351 1.17659 3.67219 0.1147
H 0.22116 0.17019 2.32601 0.1457
H 3.80780 -2.06236 -4.47791 0.1317
H 6.19908 -2.61467 -3.95851 0.1079
H 7.15695 -1.83607 -1.79667 0.1175
H 5.75253 0.65549 0.21549 0.0879
H 6.90999 -0.68924 0.29066 0.0807
H 5.27600 -0.85843 0.96308 0.0631

15
Properties=species:S:1:pos:R:3:lowdin_charge:R:1 method="wB97M-V/def2-TZVPD" largest_force_ha_per_bohr=0.1048 gap_ev="5.7 / 5.7" total_charge=+1 e_homo_ev="-10.65 / -10.65" total_energy_ev=-17037.92872 lumo_ev="-4.98 / -4.98"
O -1.53556 -0.03904 -1.47899 0.0522
C -0.63762 0.39951 -0.64258 -0.6167
O 0.57630 0.26112 -0.83359 -0.0310
O -1.11985 0.71573 0.51669 0.0101
C -0.48102 0.11543 1.69455 -0.1666
H -1.34290 -0.50837 1.99122 0.0607
H -0.17826 -0.01297 2.74161 0.0569
H 0.98399 1.20753 2.23077 0.2139
C -1.11428 -0.96387 -2.48907 -0.0013
H -1.99363 -1.13529 -3.11383 0.1109
H -0.28507 -0.56140 -3.08265 0.1012
O 2.25305 0.96501 1.77998 -0.7416
Mg 1.90505 -0.41566 0.50253 1.0376
Li 3.72003 1.85591 2.19949 0.8080
H -0.75023 -1.88363 -2.01612 0.1059

15
Properties=species:S:1:pos:R:3:lowdin_charge:R:1 method="wB97M-V/def2-TZVPD" relative_energy_kj_mol=620.5 largest_force_ha_per_bohr=0.0886 gap_ev="6.8 / 8.4" e_homo_ev="-7.58 / -8.17" total_energy_ev=-9403.40144 lumo_ev="-0.74 / 0.19"
C -0.81850 -0.64760 0.86337 -0.4393
C -2.06285 0.15531 -1.61548 -0.0299
C -0.79253 0.66710 -1.38563 -0.0869
C 1.60514 0.05601 1.14932 -0.0917
C 0.53773 -0.84085 0.62033 -0.1121
O -1.77632 -1.43174 0.66341 -0.0904
O -1.74908 1.40769 -0.90155 0.0395
H -1.04461 0.28900 1.39631 0.1190
H -2.45030 0.36621 -2.52184 0.0795
H -2.38102 -0.63482 -0.76496 0.1425
H 0.23245 0.89017 -1.52459 0.1195
H 2.38481 0.22784 0.46985 0.0566
H 2.11635 -0.49750 1.83387 0.0361
H 0.98987 0.87076 1.66422 0.1157
H 0.69197 -1.80903 0.02131 0.1419

94
Properties=species:S:1:pos:R:3:lowdin_charge:R:1 method="wB97M-V/def2-TZVPD" largest_force_ha_per_bohr=0.0918 gap_ev=5.7 total_charge=+1 e_homo_ev=-8.70 total_energy_ev=-118402.69710 lumo_ev=-3.01
C 0.90421 -1.52793 -1.96495 -0.3648
C 0.73691 -2.30176 0.26155 -0.3566
C 1.66673 -2.61884 -2.34668 -0.0735
C 1.70643 -3.29054 -0.05471 -0.0439
C 2.15870 -3.44818 -1.34746 -0.0667
H 1.89115 -2.74587 -3.40612 0.1132
H 2.01518 -3.97622 0.73000 0.1134
H 2.86922 -4.22114 -1.61749 0.1120
N 0.48204 -1.33472 -0.70048 0.0018
P 0.20079 1.21752 -2.50727 1.0752
P -1.43895 -1.47267 1.90388 1.0806
C 0.48898 -0.52962 -3.06407 -0.2631
H 1.24221 -0.51387 -3.86960 0.0883
H -0.44979 -0.89481 -3.52373 0.0857
C -1.26003 2.53142 -0.27889 -0.0294
O -1.95010 3.43403 -0.08811 0.1403
C 0.02113 -2.37993 1.50361 -0.3134
H 0.31440 -3.20500 2.14446 0.0469
C -1.39400 -0.19624 3.45330 -0.6537
C -2.59050 -2.96345 2.20640 -0.6899
C 1.92876 1.98379 -2.58457 -0.6582
C -0.91800 1.95301 -3.82409 -0.6747
C -1.35162 1.24350 2.91480 -0.1259
H -2.24527 1.47111 2.32301 0.0408
H -1.34553 1.93288 3.77625 0.0999
H -0.45845 1.45958 2.31171 0.0252
C -2.65166 -0.31669 4.31432 -0.1084
H -3.55433 -0.08112 3.73675 0.0741
H -2.75635 -1.30055 4.78633 0.0657
H -2.58066 0.42574 5.12528 0.0913
C -0.14861 -0.45322 4.29329 -0.0990
H -0.23236 0.10345 5.24254 0.0916
H -0.00869 -1.51208 4.54180 0.0834
H 0.75351 -0.10374 3.77939 0.0407
C -4.03552 -2.46222 2.33738 -0.1021
H -4.30454 -1.78894 1.51156 0.0274
H -4.70413 -3.33280 2.30046 0.0894
H -4.22674 -1.95826 3.28921 0.0572
C -2.52724 -3.89371 0.98478 -0.0913
H -2.76697 -3.36600 0.05267 0.0575
H -1.54988 -4.38104 0.88702 0.0797
H -3.28580 -4.67564 1.12463 0.0889
C -2.14192 -3.72286 3.45806 -0.0867
H -1.10274 -4.06412 3.39906 0.0719
H -2.25929 -3.13720 4.37596 0.0633
H -2.77455 -4.61626 3.55754 0.0915
C -0.94767 3.48105 -3.64379 -0.0811
H -1.70155 3.88509 -4.33691 0.1009
H -1.23535 3.77166 -2.62433 0.0630
H 0.00886 3.95581 -3.89439 0.0689
C -2.35070 1.41628 -3.66293 -0.0904
H -2.40792 0.33897 -3.86998 0.0768
H -2.77577 1.60673 -2.67031 0.0640
H -2.98325 1.92802 -4.40767 0.1006
C -0.45676 1.58799 -5.24230 -0.0789
H -0.39883 0.50129 -5.38674 0.0834
H -1.20616 1.98526 -5.94275 0.0994
H 0.50426 2.03205 -5.51457 0.0597
C 2.95568 1.01629 -1.97031 -0.0829
H 3.10476 0.13062 -2.60485 0.0867
H 3.92805 1.53158 -1.90264 0.0985
H 2.68165 0.69508 -0.95754 0.0570
C 1.90069 3.30560 -1.79949 -0.0978
H 1.68935 3.15391 -0.73890 0.0198
H 2.89272 3.77519 -1.88793 0.1004
H 1.16567 4.01254 -2.19923 0.0641
C 2.38070 2.30019 -4.01519 -0.0907
H 2.36740 1.41527 -4.66390 0.0844
H 1.80174 3.11422 -4.46993 0.0707
H 3.42474 2.64757 -3.96266 0.1000
Zn -0.59386 0.37336 -0.44837 0.4990
N 1.61543 2.17410 1.15489 0.1835
C 2.68428 1.85854 1.50677 -0.1045
C 3.81313 1.16112 2.22000 -0.5901
C 3.29196 -0.20019 2.67433 -0.0281
C 5.03122 1.02311 1.32029 -0.0493
C 4.19641 2.03053 3.41139 -0.0469
H 2.57705 -0.05495 3.49006 0.0632
H 2.78035 -0.72126 1.85910 0.0810
H 4.08029 -0.85460 3.05492 0.1037
H 5.32137 2.00833 0.93897 0.0938
H 5.87837 0.61911 1.89225 0.0997
H 4.84001 0.35360 0.47603 0.0826
H 5.05302 1.61653 3.95834 0.1004
H 4.50019 3.01995 3.05356 0.0948
H 3.35628 2.13572 4.10861 0.0955
S -5.10614 -0.16998 -0.47343 1.0675
C -4.34389 -1.34426 -1.52937 -0.3284
C -2.98363 -1.22508 -1.50243 -0.2290
N -2.55133 -0.17641 -0.68545 -0.1488
C -3.56738 0.42156 -0.02036 -0.4759
H -4.88656 -2.04449 -2.14410 0.0819
H -2.25516 -1.81570 -2.06251 0.1227
H -3.43980 1.25426 0.66696 0.0599

11
Properties=species:S:1:pos:R:3:lowdin_charge:R:1 method="wB97M-V/def2-TZVPD" relative_energy_kj_mol=259.1 largest_force_ha_per_bohr=0.0733 gap_ev=9.7 e_homo_ev=-9.04 total_energy_ev=-8775.00890 lumo_ev=0.68
C 2.51216 0.00397 0.03143 -0.2983
C 1.75515 0.98630 0.32604 0.0025
C -1.52932 -0.66321 0.32037 -0.3549
N -1.15625 0.42099 -0.08271 0.0902
O 3.26317 -0.87542 -0.14691 0.1447
O -2.53671 -1.49603 -0.13931 0.0329
H 0.68521 0.92832 0.48969 0.0182
H 2.19635 1.82249 -0.12395 0.0525
H -0.97815 -1.05566 1.17537 0.1294
H -1.41635 1.00278 -0.89144 0.0955
H -2.79526 -1.07454 -0.95860 0.0873

15
Properties=species:S:1:pos:R:3:lowdin_charge:R:1 method="wB97M-V/def2-TZVPD" largest_force_ha_per_bohr=0.0508 gap_ev="3.9 / 7.1" total_charge=-1 multiplicity=3 e_homo_ev="0.27 / -4.71" total_energy_ev=-16700.88455 lumo_ev="4.21 / 2.35"
C -2.04371 -0.59729 -0.03847 -0.8048
C 1.48073 -1.17284 -0.59334 -0.2668
C 1.15566 -0.47554 0.72520 -0.3485
N -0.63271 2.04300 -0.45184 -0.1348
O -2.87318 -0.13744 -0.88621 -0.0718
O -2.03045 -1.70960 0.49711 -0.0644
Si -0.70658 0.65364 0.53331 0.5220
H 2.59821 -1.42475 -0.80552 0.0721
H 0.77530 -2.03862 -0.70691 0.0671
H 1.20085 -0.40996 -1.28776 0.0126
H 2.12735 0.15914 0.94909 0.0643
H 0.91925 -1.21857 1.48428 0.0137
H 0.02206 2.76120 -0.18289 -0.0055
H -1.31573 2.32622 -1.15948 0.0213
H -0.67704 1.24141 1.92342 -0.0762